#A
Molecular formula: C6H13N
Method: DFT, ωB97M-V with the def2-TZVPD basis set

The geometry in XYZ format:
```
20
C6H13N ωB97M-V with the def2-TZVPD basis set
C 0.922 -0.698 1.662
C 1.061 -0.858 0.145
C -0.278 -0.638 -0.602
C -1.025 0.669 -0.320
C -0.983 1.707 -1.413
C 0.099 1.976 -2.165
N 0.107 -1.749 2.315
H 0.691 0.286 2.055
H 1.938 -0.947 2.008
H 1.783 -0.143 -0.227
H 1.295 -1.899 -0.087
H -0.880 -1.486 -0.269
H -0.230 -0.774 -1.680
H -2.084 0.528 -0.090
H -0.483 1.139 0.506
H -1.874 2.273 -1.682
H 0.843 1.212 -1.955
H 0.170 2.808 -2.846
H -0.030 -2.500 1.641
H -0.841 -1.409 2.469
```

- Spin multiplicity: 2
- Net charge: -1

=====

#B
Molecular formula: C6H13N
Method: DFT, ωB97M-V with the def2-TZVPD basis set

The geometry in XYZ format:
```
20
C6H13N ωB97M-V with the def2-TZVPD basis set
C 2.165 2.607 -1.439
C 1.792 1.695 -0.203
C 0.666 0.763 -0.556
C 0.236 -0.167 0.370
N -0.676 -1.198 -0.057
C -1.991 -1.364 0.564
C -2.044 -2.635 1.411
H 1.581 3.523 -1.341
H 1.852 2.193 -2.400
H 3.234 2.820 -1.348
H 2.705 1.152 0.137
H 1.482 2.451 0.515
H 0.604 0.469 -1.601
H 0.334 -0.182 1.449
H -0.575 -1.283 -1.058
H -2.735 -1.471 -0.238
H -2.211 -0.388 1.008
H -3.015 -3.116 1.196
H -1.379 -3.432 1.101
H -2.025 -2.439 2.490
```

- Spin multiplicity: 2
- Net charge: -1

=====

Which of them is the least stable? Correct choice: #B.

=====

#A
Molecular formula: FN2O3S
Method: DFT, ωB97M-V with the def2-TZVPD basis set

The geometry in XYZ format:
```
7
FN2O3S ωB97M-V with the def2-TZVPD basis set
N 2.478 0.394 -0.008
N -1.369 -0.143 0.270
O 3.164 -0.548 -0.378
O -1.576 0.745 1.021
O -1.280 -1.319 0.354
F -2.331 0.204 -1.139
S 0.914 0.666 -0.119
```

- Spin multiplicity: 1
- Net charge: -1

=====

#B
Molecular formula: FN2O3S
Method: DFT, ωB97M-V with the def2-TZVPD basis set

The geometry in XYZ format:
```
7
FN2O3S ωB97M-V with the def2-TZVPD basis set
N -0.301 1.025 -1.927
N 0.277 -0.640 0.983
O -0.923 2.050 -1.801
O -0.341 -0.249 1.925
O 1.420 -0.913 0.913
F -0.490 -2.102 0.451
S 0.017 -0.129 -0.969
```

- Spin multiplicity: 1
- Net charge: -1

=====

Which of them is the least stable? Correct choice: #B.

=====

#A
Molecular formula: H33O17
Method: DFT, ωB97M-V with the def2-TZVPD basis set

The geometry in XYZ format:
```
50
H33O17 ωB97M-V with the def2-TZVPD basis set
O 1.286 -2.170 0.921
H 1.887 -2.977 0.779
H 0.754 -0.407 -0.046
O -1.682 0.397 -1.461
H -1.735 -2.827 -4.470
H 0.758 -0.036 1.163
O 0.883 2.932 -0.429
H 0.927 3.678 0.191
H 1.078 2.025 -0.221
O 3.443 4.617 -1.411
H 3.521 4.117 -2.319
H 2.529 4.879 -1.161
O -1.500 1.091 2.235
H -3.615 3.123 -2.908
O 0.359 0.328 0.345
H 4.178 -2.340 -1.794
H -1.053 -2.750 1.814
O 2.786 -0.700 -0.699
H -3.299 -0.397 3.464
H 3.211 0.142 -0.713
O -1.537 -3.103 -1.682
H -1.678 -2.107 -1.454
H -1.342 0.610 1.387
O -3.477 -0.125 4.312
H 2.431 -1.345 0.041
H -0.682 0.732 -1.386
O -1.243 -2.114 -4.675
H -0.943 -1.427 -4.081
H -2.557 -0.485 4.682
O -2.876 3.079 0.216
H -3.093 2.386 0.813
H -3.653 4.074 -1.765
O -4.132 3.495 -2.307
H -2.120 3.311 3.671
H 0.067 -1.694 1.899
O 2.747 -5.299 -1.690
H 1.836 -5.429 -2.029
H -2.002 1.822 1.987
O 2.039 -2.139 3.421
H 1.961 -2.266 2.509
H 1.886 -1.182 3.771
O 4.937 -2.079 -2.180
H 3.370 -4.920 -2.459
H -0.792 -3.326 -0.957
O -0.951 -1.865 2.021
H -2.857 2.655 -0.686
H 5.344 -1.927 -1.394
O -1.935 4.202 3.165
H -1.819 3.827 2.397
H -1.648 -0.089 -0.829
```

- Spin multiplicity: 1
- Net charge: -1

=====

#B
Molecular formula: H33O17
Method: DFT, ωB97M-V with the def2-TZVPD basis set

The geometry in XYZ format:
```
50
H33O17 ωB97M-V with the def2-TZVPD basis set
O 1.565 -1.302 0.826
H 1.292 -2.221 0.900
H 2.425 -1.264 0.408
O -4.868 -3.394 -1.714
H -4.033 -3.029 -1.396
H -5.189 -2.765 -2.362
O 1.003 -4.411 -2.686
H 0.632 -3.558 -2.423
H 0.513 -4.608 -3.484
O -3.759 2.407 0.468
H -2.892 1.941 0.304
H -4.398 1.785 0.132
O -0.211 5.983 -2.459
H 0.354 0.306 -2.841
O 0.738 1.516 0.601
H -3.611 -1.061 4.286
H -0.061 1.492 0.049
O 4.128 -3.573 0.961
H -2.199 -2.056 0.177
H 3.896 -3.740 0.047
O -3.379 4.758 -1.026
H -3.180 3.877 -0.659
H -1.032 5.587 -2.141
O -2.088 -1.607 -0.650
H 4.771 -2.868 1.084
H -1.049 0.473 -2.060
O -1.981 0.997 -0.826
H -2.866 0.750 -0.991
H -1.975 -0.592 -0.613
O 0.442 -3.371 3.012
H -0.063 -2.705 3.485
H -0.353 2.738 -2.148
O -0.470 0.794 -2.824
H 5.701 -0.273 1.187
H 2.869 2.889 -1.139
O 0.234 3.380 -1.720
H 0.754 2.813 -1.144
H 0.402 5.252 -2.290
O 3.381 -2.179 3.239
H 3.086 -1.449 2.691
H 3.094 -3.039 2.941
O -3.098 -1.608 4.892
H -2.334 -1.647 4.299
H -3.394 4.753 -1.983
O 3.008 3.833 -1.188
H 1.250 -3.349 3.542
H 2.300 4.109 -1.780
O 4.909 -0.723 1.492
H 5.070 -0.721 2.446
H 0.666 0.681 1.078
```

- Spin multiplicity: 1
- Net charge: -1

=====

Which of them is the least stable? Correct choice: #A.

=====

#A
Molecular formula: C5H7BrN2
Method: DFT, ωB97M-V with the def2-TZVPD basis set

The geometry in XYZ format:
```
15
C5H7BrN2 ωB97M-V with the def2-TZVPD basis set
C 0.947 0.072 -0.332
C 0.261 1.175 -0.105
C -0.500 -1.163 0.008
C 0.711 2.658 0.032
C -0.434 -2.624 0.010
N -1.084 0.998 0.100
N -1.450 -0.289 0.130
Br 2.708 -0.621 -0.344
H 1.803 2.700 0.166
H 0.378 3.133 -0.832
H 0.264 3.156 0.882
H -0.683 -2.896 -0.986
H 0.653 -2.833 0.257
H -1.197 -2.919 0.754
H -2.376 -0.548 0.259
```

- Spin multiplicity: 1
- Net charge: 0

=====

#B
Molecular formula: C5H7BrN2
Method: DFT, ωB97M-V with the def2-TZVPD basis set

The geometry in XYZ format:
```
15
C5H7BrN2 ωB97M-V with the def2-TZVPD basis set
C 2.509 -0.307 -0.724
C 3.188 -0.130 0.521
C -0.946 0.244 -0.070
C -1.874 1.423 0.065
C -1.517 -1.015 0.497
N 1.229 -0.193 -0.963
N 0.236 0.380 -0.428
Br 5.015 -0.416 0.337
H 3.167 -0.642 -1.510
H -2.233 1.552 1.007
H -2.606 1.237 -0.614
H -1.248 2.252 -0.034
H -0.729 -1.668 1.110
H -1.761 -1.774 -0.391
H -2.431 -0.943 1.198
```

- Spin multiplicity: 1
- Net charge: 0

=====

Which of them is the least stable? Correct choice: #B.

=====

#A
Molecular formula: C4H4ClNO2
Method: DFT, ωB97M-V with the def2-TZVPD basis set

The geometry in XYZ format:
```
12
C4H4ClNO2 ωB97M-V with the def2-TZVPD basis set
C 0.115 0.286 0.836
C -1.237 0.260 0.456
C -1.253 0.023 -1.006
C 0.827 -0.153 -0.237
H 0.388 1.557 2.493
H -2.100 0.609 0.979
H 0.220 -1.316 -2.114
H 2.432 -1.098 0.556
N 0.094 -0.260 -1.373
O 0.897 0.423 2.025
O 2.121 -0.444 -0.398
Cl -2.504 0.115 -2.216
```

- Spin multiplicity: 1
- Net charge: 0

=====

#B
Molecular formula: C4H4ClNO2
Method: DFT, ωB97M-V with the def2-TZVPD basis set

The geometry in XYZ format:
```
12
C4H4ClNO2 ωB97M-V with the def2-TZVPD basis set
C -0.363 1.261 -0.218
C 0.884 0.573 -0.268
C 0.602 -0.742 0.087
C -0.755 -0.797 0.368
N -1.351 0.371 0.052
O 2.085 1.148 -0.505
O -1.425 -1.953 0.683
Cl 1.685 -1.982 0.533
H -0.447 2.232 -0.516
H -2.344 0.587 0.221
H 2.093 1.771 -1.160
H -0.662 -2.469 0.722
```

- Spin multiplicity: 1
- Net charge: 0

=====

Which of them is the least stable? Correct choice: #A.

=====

#A
Molecular formula: CH4N2
Method: DFT, ωB97M-V with the def2-TZVPD basis set

The geometry in XYZ format:
```
7
CH4N2 ωB97M-V with the def2-TZVPD basis set
C -0.059 0.240 -1.077
H -0.006 0.235 2.043
H -0.152 -1.133 0.941
H 0.097 1.106 -1.794
H -0.183 -0.845 -1.448
N 0.100 -0.203 1.199
N 0.203 0.600 0.136
```

- Spin multiplicity: 1
- Net charge: 0

=====

#B
Molecular formula: CH4N2
Method: DFT, ωB97M-V with the def2-TZVPD basis set

The geometry in XYZ format:
```
7
CH4N2 ωB97M-V with the def2-TZVPD basis set
C -0.628 -0.775 0.216
H 0.933 0.415 -1.011
H 0.712 2.075 0.116
H -0.633 -1.609 0.969
H -0.638 -1.325 -0.691
N 0.365 0.989 -0.336
N -0.111 0.231 0.737
```

- Spin multiplicity: 1
- Net charge: 0

=====

#C
Molecular formula: CH4N2
Method: DFT, ωB97M-V with the def2-TZVPD basis set

The geometry in XYZ format:
```
7
CH4N2 ωB97M-V with the def2-TZVPD basis set
C 0.459 -0.020 -0.014
N -0.740 0.706 -0.105
N -0.761 -0.688 0.095
H 1.140 -0.112 -0.818
H 1.058 -0.009 1.004
H -1.024 1.237 0.848
H -1.103 -1.160 -0.854
```

- Spin multiplicity: 1
- Net charge: 0

=====

Which of them is the least stable? Correct choice: #B.

=====

#A
Molecular formula: C3H5Br3Si
Method: DFT, ωB97M-V with the def2-TZVPD basis set

The geometry in XYZ format:
```
12
C3H5Br3Si ωB97M-V with the def2-TZVPD basis set
C 0.035 -0.181 -0.466
C 1.165 -0.090 0.538
C 2.304 0.553 0.474
Si -2.027 0.147 -0.268
Br -2.764 -1.916 -0.784
Br -2.606 0.433 1.846
Br -3.173 1.532 -1.551
H 0.104 -1.333 -0.518
H 0.376 0.204 -1.469
H 0.898 -0.746 1.341
H 2.702 0.945 -0.409
H 2.987 0.452 1.264
```

- Spin multiplicity: 1
- Net charge: 0

=====

#B
Molecular formula: C3H5Br3Si
Method: DFT, ωB97M-V with the def2-TZVPD basis set

The geometry in XYZ format:
```
12
C3H5Br3Si ωB97M-V with the def2-TZVPD basis set
C 0.235 1.650 0.481
C 0.169 0.662 1.626
C 0.915 0.353 0.429
Si -0.561 -1.757 -1.563
Br -0.379 -3.911 -0.980
Br -2.681 -1.146 -1.368
Br 0.126 -1.448 -3.753
H -0.591 1.812 -0.033
H 0.775 2.563 0.465
H 0.773 0.907 2.589
H -0.766 0.220 1.851
H 1.985 0.095 0.255
```

- Spin multiplicity: 1
- Net charge: 0

=====

Which of them is the least stable? Correct choice: #B.